Below is a gas-phase ion, C5H13NO2P (charge +1) at a distorted geometry, with properties calculated with ωB97M-V/def2-TZVPD.

Geometry as XYZ:
```
22
Properties=species:S:1:pos:R:3:forces:R:3:mulliken_charge:R:1
C -2.59603 1.28592 0.71992 1.3 -2.5 -1.0 -0.658
O -1.10034 1.05359 0.53196 -1.2 0.4 0.3 -0.368
P -0.34493 -0.24745 0.13964 -0.4 -0.2 0.2 0.924
C -0.82854 -1.58130 1.35007 3.9 1.1 -2.5 -1.200
N 1.23163 0.18971 -0.04129 -1.3 -0.5 -1.0 0.190
C 1.98510 1.08852 0.83770 -0.9 2.8 -2.7 -0.971
C 1.69861 -0.35204 -1.36360 -0.3 0.8 0.1 -0.512
C 0.43044 -0.73564 -2.18870 0.4 -1.1 0.4 -0.435
O -0.74309 -0.80533 -1.32231 1.0 0.9 1.7 -0.424
H -2.69032 2.32969 0.81377 -0.3 1.1 -0.3 0.251
H -3.08982 0.74197 -0.10487 0.1 1.1 0.0 0.327
H -2.95164 0.78559 1.59617 0.2 -0.1 0.9 0.333
H -1.08415 -2.37019 0.71098 -0.8 -1.4 -0.6 0.409
H 0.09922 -1.86817 1.86503 -0.5 0.2 0.3 0.381
H -1.58094 -1.18979 1.90264 -2.2 0.7 2.1 0.449
H 2.75278 0.62455 1.33788 1.8 -1.1 1.1 0.373
H 2.33275 2.09867 0.36177 -0.1 -2.2 -0.1 0.319
H 1.31017 1.58563 1.46705 -1.2 -0.1 1.6 0.340
H 2.15200 -1.31445 -1.11850 1.1 0.5 -0.6 0.344
H 2.26980 0.48313 -1.93005 -0.5 -1.9 1.1 0.295
H 0.25587 -0.04606 -2.96863 -0.4 0.8 -0.8 0.339
H 0.49143 -1.75653 -2.59663 0.3 0.6 0.0 0.295
```
Forces are in eV/Å.

Calculated values
- Net charge: +1
- Structure (SMILES): CO[P@]1(C)=[N+](C)CCO1
- Energy above the lowest of the compared OMol25 structures with the same formula, charge and spin: 44.76 kJ/mol